# 1
{
  "formula": "C23H14AuCl2F6N5O7S2",
  "method": "the ωB97M-V functional and the def2-TZVPD basis",
  "species": ["Au", "Cl", "C", "C", "C", "Cl", "C", "C", "C", "C", "N", "C", "C", "O", "H", "H", "H", "H", "N", "C", "C", "C", "C", "C", "C", "C", "N", "C", "C", "N", "C", "H", "H", "H", "H", "H", "H", "H", "C", "C", "O", "O", "H", "H", "H", "F", "C", "F", "F", "S", "O", "O", "N", "S", "O", "O", "C", "F", "F", "F"],
  "coordinates": [[-0.26660, -2.46138, -0.28722], [-4.80749, -4.38879, -0.48617], [-4.14054, -3.32692, 0.69203], [-4.95137, -2.85346, 1.74015], [-4.45632, -2.00596, 2.68936], [-5.48269, -1.44830, 3.96791], [-3.10879, -1.57799, 2.63632], [-2.48054, -0.70339, 3.54761], [-1.17021, -0.35587, 3.37391], [-0.45984, -0.85714, 2.27605], [-1.02159, -1.68791, 1.42516], [-2.33151, -2.06405, 1.57502], [-2.82287, -2.94651, 0.59055], [-2.00859, -3.37135, -0.37243], [-5.98301, -3.17284, 1.78385], [-3.05007, -0.30800, 4.37757], [-0.67257, 0.32866, 4.04280], [0.56383, -0.56716, 2.09222], [6.70746, 5.44258, -1.71784], [6.11202, 4.48355, -1.50669], [5.37491, 3.27742, -1.24170], [6.03029, 2.05062, -1.25076], [5.32543, 0.88829, -0.99732], [3.96639, 0.95537, -0.72715], [3.30350, 2.17570, -0.71423], [4.00968, 3.33462, -0.97560], [3.24044, -0.25077, -0.46677], [3.76598, -1.49313, -0.15613], [2.71899, -2.33592, -0.01162], [1.56306, -1.61091, -0.21320], [1.90476, -0.36911, -0.49820], [7.08886, 2.00651, -1.46457], [5.84420, -0.05829, -1.03253], [2.25040, 2.24875, -0.48321], [3.49904, 4.28731, -0.96463], [4.81908, -1.67587, -0.06423], [2.70664, -3.39110, 0.19270], [1.20327, 0.40698, -0.75316], [-1.16569, -2.36348, -3.37395], [-0.03993, -3.32122, -3.10892], [0.45907, -4.03193, -3.93888], [0.46673, -3.36944, -1.85636], [-1.37250, -2.36193, -4.43970], [-0.90558, -1.35737, -3.04159], [-2.05577, -2.66459, -2.82140], [-3.73753, 1.29566, -2.70149], [-2.93975, 2.00283, -1.90515], [-2.20093, 2.81362, -2.64887], [-3.68953, 2.73037, -1.08260], [-1.84592, 0.83391, -0.93305], [-0.56408, 0.88914, -1.59987], [-2.53599, -0.42617, -0.95647], [-1.82385, 1.37194, 0.53956], [-0.82382, 2.53732, 0.95699], [0.40063, 2.01323, 1.51070], [-0.73409, 3.62780, 0.03229], [-1.75556, 3.17292, 2.41268], [-2.94455, 3.63079, 2.04926], [-1.92148, 2.21009, 3.32524], [-1.05353, 4.16224, 2.96373]],
  "forces_ev_per_angstrom": [[0.102, 0.192, -0.057], [-0.002, 0.006, 0.009], [0.044, -0.008, -0.043], [-0.005, 0.022, 0.042], [-0.035, -0.025, -0.017], [0.004, 0.005, -0.001], [0.035, 0.034, 0.003], [0.010, -0.081, 0.006], [0.131, -0.208, -0.020], [-0.017, -0.044, 0.111], [-0.096, 0.039, -0.071], [0.048, -0.013, -0.016], [-0.097, 0.013, 0.073], [0.094, -0.056, -0.134], [0.000, -0.001, -0.004], [-0.005, 0.011, -0.009], [0.015, -0.067, -0.007], [0.010, 0.015, -0.018], [-0.001, -0.002, 0.002], [0.003, 0.004, -0.002], [-0.017, -0.003, 0.003], [0.004, 0.000, 0.003], [0.007, -0.008, -0.038], [0.002, 0.012, -0.011], [-0.025, -0.009, 0.060], [0.023, 0.015, -0.014], [-0.026, 0.006, 0.038], [0.019, -0.009, -0.017], [0.024, 0.064, 0.002], [0.074, -0.134, 0.028], [-0.115, 0.014, 0.014], [0.000, 0.003, 0.001], [-0.016, -0.017, -0.007], [-0.048, -0.029, 0.052], [-0.001, -0.002, 0.001], [0.011, 0.024, 0.021], [-0.010, 0.000, 0.012], [-0.027, 0.076, -0.022], [-0.009, 0.015, 0.027], [0.046, -0.035, 0.082], [-0.017, 0.041, -0.029], [-0.048, -0.175, 0.029], [-0.033, 0.018, 0.006], [0.022, 0.015, -0.020], [-0.014, -0.019, 0.014], [0.034, 0.001, -0.007], [0.027, 0.024, 0.033], [0.008, 0.024, 0.000], [-0.013, -0.053, -0.003], [-0.155, -0.103, -0.050], [0.057, 0.021, -0.002], [-0.070, 0.084, 0.039], [0.146, 0.186, 0.059], [-0.102, -0.131, -0.123], [0.150, -0.087, 0.020], [-0.009, -0.031, 0.005], [0.032, 0.129, -0.109], [-0.013, 0.000, 0.032], [-0.112, 0.293, 0.037], [-0.042, -0.054, -0.010]],
  "homo_energy_ev": -8.8,
  "orbital_gap_ev": 7.4,
  "max_force_ev_per_a": 0.32,
  "e_above_lowest_kcal_mol": 0.0,
  "e_lumo_ev": -1.44,
  "spin_multiplicity": 1
}

# 2
{
  "formula": "C18H49BrIN6O3P2S",
  "method": "the ωB97M-V functional and the def2-TZVPD basis",
  "species": ["C", "C", "C", "I", "S", "Br", "C", "C", "C", "O", "H", "H", "H", "H", "H", "H", "H", "H", "H", "H", "H", "H", "H", "O", "P", "N", "C", "C", "N", "C", "C", "N", "C", "C", "H", "H", "H", "H", "H", "H", "H", "H", "H", "H", "H", "H", "H", "H", "H", "H", "H", "H", "O", "P", "N", "C", "C", "N", "C", "C", "N", "C", "C", "H", "H", "H", "H", "H", "H", "H", "H", "H", "H", "H", "H", "H", "H", "H", "H", "H", "H"],
  "coordinates": [[4.58668, -2.65001, 3.80783], [3.40442, -2.35808, 2.88428], [3.45637, -1.06620, 2.06780], [5.41006, -0.57617, 1.33128], [2.78674, 0.42353, 2.90029], [4.36844, 1.16383, 4.20252], [1.48611, -0.02287, 4.07061], [0.14348, -0.30117, 3.39799], [-0.02291, -1.66407, 2.76210], [0.54596, -1.62345, 1.44853], [4.37707, -3.59721, 4.30741], [5.52850, -2.77998, 3.28709], [4.63732, -1.90594, 4.60136], [3.29410, -3.17942, 2.17334], [2.50609, -2.38697, 3.49909], [2.87280, -1.19350, 1.16136], [1.81292, -0.81166, 4.74743], [1.36843, 0.86356, 4.69623], [-0.60330, -0.24319, 4.19230], [-0.13480, 0.44235, 2.65151], [-1.09497, -1.83888, 2.64798], [0.36651, -2.48294, 3.37116], [0.85149, -2.50693, 1.22889], [-2.98868, 0.65530, 2.55516], [-4.30772, 0.36602, 1.89101], [-4.03937, 0.93001, 0.31256], [-4.87774, 1.81573, -0.46677], [-2.77072, 0.58969, -0.32225], [-5.32563, 1.37992, 2.85697], [-5.82726, 2.65135, 2.36968], [-4.90432, 1.49942, 4.24912], [-5.61992, -0.61342, 1.46660], [-5.53642, -1.52133, 0.32100], [-6.72227, -0.92172, 2.38328], [-4.83379, 1.55358, -1.52727], [-4.56876, 2.86089, -0.36351], [-5.92815, 1.72954, -0.19359], [-2.73473, -0.46714, -0.61334], [-1.92221, 0.78078, 0.33777], [-2.61373, 1.17978, -1.22319], [-5.03055, 3.31316, 2.00538], [-6.35205, 3.17060, 3.17229], [-6.57260, 2.51160, 1.58585], [-4.11105, 2.24452, 4.38561], [-4.53809, 0.54651, 4.63006], [-5.75949, 1.78611, 4.86583], [-6.13122, -1.13225, -0.50917], [-5.90460, -2.51823, 0.56505], [-4.51301, -1.64551, -0.02349], [-7.56670, -0.26012, 2.18380], [-6.43670, -0.81064, 3.42375], [-7.06363, -1.95080, 2.26038], [1.33080, -0.64514, -3.11637], [2.70136, -0.24809, -3.57192], [2.99730, 1.13266, -2.61477], [3.47669, 2.42780, -3.04695], [2.61980, 1.06365, -1.21569], [2.37199, 0.07112, -5.23722], [2.26690, 1.42345, -5.75209], [1.33212, -0.77908, -5.81315], [4.33942, -0.52202, -3.91236], [5.33837, -0.50908, -2.84655], [4.80568, -1.15858, -5.14854], [4.11043, 2.88232, -2.27925], [2.65172, 3.11651, -3.25552], [4.10676, 2.35402, -3.93195], [3.29816, 0.42110, -0.63211], [1.60842, 0.66645, -1.09483], [2.63140, 2.05050, -0.75256], [1.54589, 2.03718, -5.19604], [1.94753, 1.39570, -6.79419], [3.23798, 1.92179, -5.76486], [0.32252, -0.41711, -5.58954], [1.41094, -1.79969, -5.44122], [1.45551, -0.81944, -6.89805], [5.94057, 0.40249, -2.90437], [6.01231, -1.36515, -2.90931], [4.87745, -0.54989, -1.86261], [5.11736, -0.39681, -5.86494], [4.03954, -1.77159, -5.61032], [5.65870, -1.81299, -4.95970]],
  "forces_ev_per_angstrom": [[-0.659, -0.352, 0.313], [0.518, -0.208, 0.108], [0.511, -0.622, 0.395], [-0.143, -0.063, -0.113], [0.057, 0.505, -0.503], [-0.350, -0.198, 0.064], [-0.287, -0.041, 0.348], [-0.179, -0.606, 0.084], [-0.677, 0.194, -0.517], [0.581, -0.072, 0.454], [0.032, -0.026, 0.012], [0.089, 0.271, -0.014], [0.371, 0.117, -0.080], [0.050, 0.063, -0.125], [-0.152, 0.148, -0.163], [-0.357, 0.567, 0.104], [0.120, -0.150, -0.187], [0.278, 0.222, -0.216], [0.000, 0.230, 0.020], [0.040, 0.178, 0.099], [-0.045, 0.021, 0.113], [0.213, 0.053, 0.019], [-0.176, -0.135, -0.268], [0.347, -3.097, 0.104], [-1.941, 4.769, -1.010], [0.502, -0.270, 0.026], [-0.447, -0.330, -0.208], [0.335, 0.063, 0.318], [0.060, -0.049, 0.374], [-0.240, -0.075, -0.309], [0.173, -0.001, 0.013], [1.167, -1.373, 0.696], [0.126, -0.021, -0.198], [-0.088, -0.074, 0.197], [0.103, -0.035, 0.023], [-0.067, 0.007, -0.001], [0.043, -0.004, 0.129], [0.053, 0.038, -0.063], [-0.045, -0.024, 0.041], [-0.144, 0.057, 0.001], [-0.062, 0.041, -0.013], [0.098, -0.072, 0.119], [0.120, 0.030, -0.086], [0.031, -0.046, 0.052], [0.047, 0.021, -0.025], [-0.057, 0.043, -0.093], [-0.002, -0.019, -0.005], [-0.034, 0.046, 0.118], [0.009, 0.122, -0.060], [0.019, 0.032, 0.047], [-0.006, 0.133, 0.012], [0.124, -0.009, -0.152], [1.513, -2.348, 1.217], [-0.856, 4.343, -2.503], [-0.013, -0.248, 0.407], [0.560, -0.052, -0.065], [-0.676, -0.178, 0.081], [-0.172, -0.219, -0.167], [0.372, 0.176, 0.054], [-0.142, -0.040, 0.117], [-0.368, -1.596, 0.908], [0.020, 0.079, 0.192], [0.005, -0.164, -0.161], [-0.061, -0.052, 0.063], [0.043, 0.019, -0.055], [-0.100, -0.094, -0.054], [0.029, 0.082, -0.042], [0.024, -0.045, -0.028], [0.094, 0.077, -0.139], [0.023, 0.050, -0.054], [-0.087, -0.142, 0.023], [-0.057, 0.056, 0.132], [-0.024, -0.072, 0.017], [-0.037, 0.028, 0.053], [0.070, 0.106, 0.003], [0.018, -0.011, 0.016], [-0.059, -0.029, -0.103], [-0.044, 0.124, -0.004], [-0.054, -0.008, -0.027], [-0.073, 0.092, -0.053], [-0.008, 0.070, 0.183]],
  "homo_energy_ev": -10.0,
  "orbital_gap_ev": 5.3,
  "max_force_ev_per_a": 5.25,
  "e_above_lowest_kcal_mol": 0.0,
  "charge": 1,
  "e_lumo_ev": -4.71,
  "spin_multiplicity": 1
}

# 3
{
  "formula": "C6H10O",
  "method": "the ωB97M-V functional and the def2-TZVPD basis",
  "species": ["C", "C", "C", "C", "C", "C", "O", "H", "H", "H", "H", "H", "H", "H", "H", "H", "H"],
  "coordinates": [[-2.07480, -0.30599, -0.00116], [-1.08392, 0.78137, -0.36057], [-0.15172, 1.37888, 0.65762], [0.39582, 0.51385, -0.44427], [0.93427, -0.84952, -0.08628], [2.44084, -0.92365, -0.06860], [3.18502, -0.00550, -0.31378], [-3.02490, 0.12972, 0.32675], [-1.71062, -0.94034, 0.81470], [-2.28530, -0.95845, -0.85834], [-1.45899, 1.48949, -1.09642], [0.03701, 2.44787, 0.65644], [-0.15717, 0.94949, 1.65715], [0.94626, 1.01815, -1.23723], [0.56332, -1.64359, -0.75287], [0.59697, -1.15714, 0.91421], [2.84790, -1.92467, 0.19265]],
  "forces_ev_per_angstrom": [[0.009, -0.025, 0.062], [-0.108, 0.047, -0.070], [-0.014, 0.120, 0.229], [0.062, -0.016, -0.064], [-0.049, 0.034, 0.058], [0.162, 0.175, -0.101], [-0.322, -0.366, 0.097], [0.133, -0.055, -0.045], [-0.037, 0.119, -0.121], [0.044, 0.135, 0.122], [0.065, -0.121, 0.057], [-0.026, -0.155, -0.136], [-0.029, -0.012, -0.135], [-0.127, -0.112, 0.183], [0.145, 0.115, -0.011], [0.078, 0.016, -0.113], [0.014, 0.100, -0.014]],
  "homo_energy_ev": -9.8,
  "smiles": "C[C@H]1C[C@H]1CC=O",
  "orbital_gap_ev": 10.8,
  "max_force_ev_per_a": 0.50,
  "e_above_lowest_kcal_mol": 16.2,
  "e_lumo_ev": 1.02,
  "spin_multiplicity": 1
}